The following is a quantum chemistry calculation of a 8-piece molecular cluster, C4H23NO8 overall in a non-equilibrium geometry, from the Open Molecules 2025 dataset.

Structure (ORCA input):
```
! RIJCOSX wB97M-V def2-TZVPD def2/J DEFGRID3
* xyz 0 1
O -2.63408 -2.43359 -2.42883
O -2.31779 0.08896 -1.62194
O 0.36687 3.46675 2.85733
O 1.54267 1.31836 3.70012
O -1.44753 -4.46122 -0.64548
O -1.95404 2.39479 -3.23604
O -1.55394 0.74402 2.32901
O 0.02651 -0.70484 0.45626
N 1.86270 0.40676 -0.31716
C 1.97520 -1.94216 0.45996
C 1.21346 -0.71117 0.05246
C 1.04267 1.63763 -0.73650
C 3.15074 0.38133 -0.94640
H -0.20553 2.72016 2.73586
H 3.16938 -0.15589 -1.93647
H -0.87682 -4.04598 0.05256
H 1.35250 3.29790 2.66693
H -1.81740 -0.08639 -0.77719
H 1.41023 1.79306 -1.81596
H 3.95666 -0.04973 -0.34560
H 2.15377 -2.53353 -0.51429
H 2.97229 -1.83479 0.92506
H 0.82365 1.46790 4.23383
H 1.45980 0.79030 2.87984
H -1.30351 2.08714 -3.83504
H -1.81813 1.86502 -2.50929
H 1.22369 -2.69994 0.91010
H -2.41487 -0.82879 -1.90571
H -0.87192 -4.55124 -1.42662
H -1.61198 -0.20247 2.22359
H -2.24884 -2.78943 -3.19119
H -1.52665 0.87907 3.24770
H 3.68349 1.43475 -0.95716
H -0.06768 1.53557 -0.82139
H -2.21896 -2.90458 -1.70365
H 1.21613 2.46496 -0.17624
*
```

relative energy (zero: lowest compared OMol25 entry of this formula, charge and spin): 223.8 kJ/mol
E: -22389.5237 eV
largest force on an atom: 0.0976 hartree/bohr
SMILES string: CC(=O)N(C)C.O.O.O.O.O.O.O
lowest unoccupied orbital energy: -0.00430 hartree

These are the Löwdin partial charges, in e, on atoms 1 to 6:
1. O -0.007
2. O -0.082
3. O -0.097
4. O -0.040
5. O -0.064
6. O -0.016